Below is C35H39BrHfN5O7Si2 as an isolated structure, with properties calculated with ωB97M-V with the def2-TZVPD basis set.

Structure (ORCA input):
```
! wB97M-V def2-TZVPD RIJCOSX def2/J DEFGRID3
* xyz -1 1
Hf -1.141 0.418 -1.094
Br 6.317 -1.373 3.319
Si -1.632 2.205 1.012
Si 1.676 0.482 1.466
O -1.512 -1.298 -2.254
O 0.650 1.446 -1.411
O -3.227 0.739 -1.331
O -3.232 -1.706 -3.636
O -5.439 0.759 -1.576
O -2.337 -1.269 0.397
O -1.521 1.588 -2.922
N 3.686 -2.938 -2.852
N 4.443 -3.546 -2.049
N 0.650 -0.510 0.330
N -0.116 3.351 -3.227
N -2.285 3.366 -4.051
C -3.382 2.344 1.753
C -3.622 2.808 -4.195
C 1.007 2.513 4.929
C -3.729 -1.055 0.731
C -0.477 2.264 2.543
C 1.323 0.333 -1.816
C -1.401 3.923 0.198
C 0.866 -2.916 0.670
C 1.963 0.254 -3.081
C 2.655 -0.889 -3.367
C 2.706 -0.771 2.404
C 1.822 -3.046 -0.394
C 5.683 -1.201 0.546
C 1.315 -0.742 -0.957
C 5.697 -2.041 1.649
C 2.811 -1.939 -2.441
C 2.019 -1.973 -1.239
C -0.883 3.102 3.589
C 1.430 1.674 3.912
C -2.722 -1.721 -2.538
C 0.717 1.533 2.708
C -2.516 -2.590 -0.191
C -4.410 -1.191 -0.645
C 5.206 -1.676 -0.662
C 4.760 -2.996 -0.783
C -4.403 0.201 -1.263
C -3.194 -3.360 0.939
C 0.298 -1.754 1.008
C 5.261 -3.349 1.555
C -3.489 -2.263 -1.325
C -0.162 3.239 4.764
C -1.311 2.733 -3.373
C 2.884 1.580 0.559
C -4.039 -2.256 1.617
C 4.804 -3.823 0.334
H -3.748 2.015 -3.462
H 3.175 -1.004 -4.310
H 3.608 -0.308 2.811
H 0.498 2.854 -2.578
H 3.468 1.018 -0.173
H -1.594 4.732 0.910
H -4.128 2.216 0.964
H -3.775 2.399 -5.194
H -2.097 4.041 -0.639
H -0.090 4.356 -3.232
H 2.292 -3.998 -0.574
H -3.839 -0.081 1.196
H -1.800 3.671 3.482
H -0.514 3.901 5.547
H -3.707 -2.071 2.639
H -0.403 -1.639 1.820
H -0.382 4.045 -0.180
H 6.032 -0.181 0.635
H 1.879 1.078 -3.774
H -5.440 -1.528 -0.565
H 3.572 1.979 1.311
H -2.047 4.209 -4.543
H -5.107 -2.474 1.637
H 2.163 -1.251 3.219
H -1.553 -2.973 -0.508
H -2.449 -3.769 1.620
H 4.475 -4.850 0.234
H -4.364 3.580 -3.998
H 1.586 2.594 5.842
H 3.023 -1.548 1.703
H 0.584 -3.796 1.238
H 2.394 2.412 0.059
H -3.793 -4.184 0.553
H 2.342 1.111 4.066
H 5.183 -1.026 -1.526
H 5.279 -3.992 2.424
H -3.563 1.596 2.530
H -3.552 3.326 2.203
H -4.075 -3.121 -1.649
*
```

orbital gap = 0.197 Eh
LUMO level = 2.23 eV
highest occupied orbital energy = -3.14 eV
largest force on an atom = 0.816 eV/Å
total energy = -5358.9157 Ha
relative energy (zero: lowest compared OMol25 entry of this formula, charge and spin) = 0.0 kJ/mol